# 1
ORCA calculation (wB97M-V/def2-TZVPD) on a 6-piece molecular cluster, C20H28F4O14 overall in a non-equilibrium geometry.

Results
LUMO level = -0.16 eV
total charge = 0
calculated total energy = -60729.0360 eV
molecular weight = 568.42 g mol⁻¹
gap between HOMO and LUMO = 9.443 eV

Last column: Löwdin charge in e.
Geometry (Å):
O (-2.655, -3.820, -0.376)  0.199
C (-3.385, -3.269, 0.368)  -0.544
O (-3.461, -1.931, 0.524)  0.051
C (-4.271, -1.635, 1.645)  -0.055
C (-5.008, -2.943, 1.924)  -0.298
F (-6.299, -2.899, 1.489)  0.067
O (-4.273, -3.888, 1.193)  0.142
H (-3.681, -1.401, 2.539)  0.138
H (-4.884, -0.755, 1.471)  0.143
H (-5.019, -3.264, 2.963)  0.166
O (4.774, 6.554, -3.208)  0.186
C (4.238, 5.694, -2.603)  -0.557
O (4.858, 4.815, -1.801)  0.083
C (3.939, 3.795, -1.403)  -0.045
C (2.591, 4.307, -1.916)  -0.301
F (1.786, 4.683, -0.865)  0.042
O (2.896, 5.466, -2.623)  0.144
H (4.257, 2.895, -1.926)  0.137
H (3.896, 3.614, -0.333)  0.125
H (2.075, 3.532, -2.476)  0.144
O (1.906, 1.189, -2.038)  0.163
C (1.168, 0.389, -1.562)  -0.536
O (0.001, 0.630, -0.978)  0.082
C (-0.522, -0.588, -0.447)  -0.049
C (0.422, -1.653, -0.975)  -0.279
F (-0.183, -2.290, -2.045)  0.040
O (1.514, -0.933, -1.439)  0.149
H (-0.419, -0.504, 0.639)  0.117
H (-1.575, -0.743, -0.649)  0.110
H (0.660, -2.457, -0.287)  0.160
O (4.474, -3.955, 2.493)  0.197
C (3.406, -3.637, 2.876)  -0.551
O (3.159, -3.062, 4.077)  0.071
C (1.772, -2.746, 4.187)  -0.040
C (1.150, -3.450, 2.976)  -0.303
F (0.339, -2.582, 2.306)  0.054
O (2.243, -3.796, 2.184)  0.136
H (1.349, -3.026, 5.145)  0.138
H (1.670, -1.675, 4.004)  0.114
H (0.562, -4.334, 3.224)  0.169
C (-3.658, 0.348, -2.504)  -0.167
C (-2.357, 0.247, -3.270)  -0.159
C (-2.802, 0.304, -4.763)  -0.174
O (-4.226, 0.294, -4.734)  -0.149
C (-4.653, -0.243, -3.487)  -0.204
H (-3.928, 1.381, -2.277)  0.118
H (-3.651, -0.171, -1.541)  0.090
H (-1.839, -0.694, -3.096)  0.097
H (-1.698, 1.089, -3.062)  0.107
H (-2.470, -0.614, -5.259)  0.115
H (-2.468, 1.182, -5.306)  0.116
H (-4.604, -1.340, -3.558)  0.123
H (-5.709, -0.021, -3.341)  0.120
C (3.223, 1.504, 1.757)  -0.143
C (2.027, 2.433, 2.011)  -0.144
C (0.853, 1.509, 2.368)  -0.161
O (1.356, 0.175, 2.198)  -0.180
C (2.753, 0.191, 2.404)  -0.209
H (4.161, 1.829, 2.202)  0.115
H (3.370, 1.311, 0.694)  0.101
H (1.818, 3.096, 1.170)  0.091
H (2.275, 3.148, 2.802)  0.111
H (0.060, 1.624, 1.630)  0.109
H (0.484, 1.644, 3.386)  0.119
H (3.169, -0.648, 1.841)  0.127
H (3.043, 0.092, 3.457)  0.123

# 2
ORCA calculation (wB97M-V/def2-TZVPD) on C20H28MgNO3 as an isolated structure in a non-equilibrium geometry.

Results
LUMO level = 1.66 eV
total charge = -1
calculated total energy = -34270.3708 eV
energy relative to the best compared isomer or geometry (same formula, charge and spin) = 116.1 kJ/mol
molecular weight = 354.75 g mol⁻¹
gap between HOMO and LUMO = 3.709 eV

Last column: Löwdin charge in e.
Geometry (Å):
O (1.447, -0.209, -5.120)  -0.183
C (1.640, 1.118, -5.779)  -0.072
C (1.429, 0.600, -7.190)  -0.059
H (2.679, 1.413, -5.593)  0.138
H (0.883, 1.825, -5.415)  0.124
C (1.284, -0.762, -6.487)  -0.528
H (2.308, 0.720, -7.839)  0.122
H (0.502, 0.927, -7.683)  0.122
C (2.417, -1.712, -6.826)  -0.006
H (3.379, -1.181, -6.831)  0.096
H (2.239, -2.062, -7.851)  0.096
H (2.472, -2.585, -6.156)  0.099
C (-0.093, -1.370, -6.619)  -0.007
H (-0.857, -0.597, -6.777)  0.085
H (-0.367, -1.987, -5.738)  0.103
H (-0.109, -2.020, -7.500)  0.093
Mg (1.873, -0.605, -3.385)  0.685
C (-1.757, -0.254, 0.652)  -0.210
C (-1.791, 1.160, 0.483)  -0.203
C (-2.774, 1.461, -0.508)  -0.224
H (-1.190, 1.884, 1.004)  0.051
C (-3.280, 0.224, -1.000)  -0.238
C (-2.614, -0.844, -0.310)  -0.221
H (-2.777, -1.897, -0.504)  0.047
H (-1.141, -0.777, 1.380)  0.060
H (-3.075, 2.443, -0.846)  0.051
H (-4.073, 0.102, -1.738)  0.051
C (1.679, -2.114, -0.387)  -0.136
C (0.537, -2.394, -1.163)  -0.105
C (0.946, -2.542, -2.518)  -0.220
H (-0.485, -2.452, -0.779)  0.080
C (2.407, -2.469, -2.552)  -0.301
C (2.833, -2.156, -1.214)  -0.162
H (3.861, -1.937, -0.917)  0.087
H (1.658, -1.942, 0.691)  0.097
H (0.268, -2.745, -3.352)  0.079
H (3.037, -2.683, -3.416)  0.070
O (-0.860, 0.894, -3.059)  -0.162
C (-1.887, 0.608, -3.979)  -0.210
C (-2.457, 1.936, -4.505)  -0.147
H (-2.613, -0.014, -3.449)  0.097
H (-1.448, 0.013, -4.787)  0.075
C (-1.495, 3.030, -4.014)  -0.156
H (-3.459, 2.019, -4.083)  0.104
H (-2.590, 1.972, -5.585)  0.090
C (-0.589, 2.311, -3.007)  -0.202
H (-2.065, 3.821, -3.536)  0.101
H (-0.899, 3.477, -4.815)  0.089
H (-0.748, 2.658, -1.970)  0.116
H (0.488, 2.400, -3.259)  0.079
O (1.546, 1.279, 0.218)  0.042
C (1.740, 1.105, -0.956)  -0.501
N (1.945, 0.912, -2.125)  0.024

# 3
ORCA calculation (wB97M-V/def2-TZVPD) on one molecule with the formula C20H28N2O3 in a non-equilibrium geometry.

Results
LUMO level = 0.62 eV
total charge = 0
calculated total energy = -30316.7635 eV
energy relative to the best compared isomer or geometry (same formula, charge and spin) = 226.9 kJ/mol
molecular weight = 344.45 g mol⁻¹
gap between HOMO and LUMO = 8.820 eV

Last column: Löwdin charge in e.
Geometry (Å):
C (8.166, 0.461, -1.497)  -0.063
C (8.014, 0.219, 0.002)  -0.245
O (6.969, -0.686, 0.303)  -0.046
C (5.677, -0.280, 0.246)  -0.264
C (4.725, -1.281, 0.465)  0.011
C (3.382, -0.991, 0.449)  -0.004
C (2.941, 0.315, 0.216)  -0.160
C (1.525, 0.615, 0.198)  -0.212
C (0.825, 1.784, 0.013)  0.056
C (-0.531, 1.401, 0.112)  -0.287
C (-1.742, 2.257, -0.009)  -0.118
C (-2.636, 2.135, 1.231)  -0.186
C (-4.048, 2.661, 0.957)  -0.109
C (-4.697, 1.851, -0.157)  -0.525
O (-4.911, 2.297, -1.265)  0.057
N (-5.007, 0.587, 0.207)  0.066
C (-5.336, -0.440, -0.756)  -0.169
C (-4.152, -1.384, -0.991)  -0.160
C (-3.866, -2.332, 0.181)  -0.442
C (-4.872, -3.480, 0.222)  -0.079
C (-2.443, -2.875, 0.072)  -0.079
N (-0.618, 0.112, 0.338)  0.106
O (0.642, -0.382, 0.394)  0.015
C (3.890, 1.312, 0.003)  -0.012
C (5.241, 1.023, 0.015)  -0.013
H (9.013, 1.117, -1.678)  0.077
H (7.270, 0.918, -1.910)  0.067
H (8.335, -0.484, -2.007)  0.080
H (8.912, -0.269, 0.391)  0.124
H (7.876, 1.164, 0.541)  0.116
H (5.076, -2.285, 0.645)  0.121
H (2.654, -1.770, 0.616)  0.120
H (1.205, 2.767, -0.168)  0.110
H (-1.442, 3.295, -0.164)  0.125
H (-2.308, 1.937, -0.887)  0.119
H (-2.675, 1.083, 1.519)  0.097
H (-2.192, 2.692, 2.059)  0.118
H (-4.005, 3.703, 0.639)  0.121
H (-4.654, 2.594, 1.863)  0.117
H (-4.728, 0.269, 1.121)  0.127
H (-5.589, 0.079, -1.682)  0.119
H (-6.213, -0.992, -0.408)  0.114
H (-3.266, -0.773, -1.176)  0.110
H (-4.344, -1.975, -1.888)  0.120
H (-3.940, -1.773, 1.121)  0.123
H (-4.676, -4.125, 1.076)  0.075
H (-4.796, -4.080, -0.682)  0.081
H (-5.892, -3.112, 0.304)  0.066
H (-1.724, -2.061, 0.119)  0.041
H (-2.313, -3.404, -0.870)  0.082
H (-2.236, -3.567, 0.885)  0.076
H (3.571, 2.326, -0.177)  0.113
H (5.942, 1.826, -0.153)  0.106

Which of these has the highest molecular weight? C20H28F4O14

Please write out number 3 again, unchanged.
ORCA calculation (wB97M-V/def2-TZVPD) on one molecule with the formula C20H28N2O3 in a non-equilibrium geometry.

Results
LUMO level = 0.62 eV
total charge = 0
calculated total energy = -30316.7635 eV
energy relative to the best compared isomer or geometry (same formula, charge and spin) = 226.9 kJ/mol
molecular weight = 344.45 g mol⁻¹
gap between HOMO and LUMO = 8.820 eV

Last column: Löwdin charge in e.
Geometry (Å):
C (8.166, 0.461, -1.497)  -0.063
C (8.014, 0.219, 0.002)  -0.245
O (6.969, -0.686, 0.303)  -0.046
C (5.677, -0.280, 0.246)  -0.264
C (4.725, -1.281, 0.465)  0.011
C (3.382, -0.991, 0.449)  -0.004
C (2.941, 0.315, 0.216)  -0.160
C (1.525, 0.615, 0.198)  -0.212
C (0.825, 1.784, 0.013)  0.056
C (-0.531, 1.401, 0.112)  -0.287
C (-1.742, 2.257, -0.009)  -0.118
C (-2.636, 2.135, 1.231)  -0.186
C (-4.048, 2.661, 0.957)  -0.109
C (-4.697, 1.851, -0.157)  -0.525
O (-4.911, 2.297, -1.265)  0.057
N (-5.007, 0.587, 0.207)  0.066
C (-5.336, -0.440, -0.756)  -0.169
C (-4.152, -1.384, -0.991)  -0.160
C (-3.866, -2.332, 0.181)  -0.442
C (-4.872, -3.480, 0.222)  -0.079
C (-2.443, -2.875, 0.072)  -0.079
N (-0.618, 0.112, 0.338)  0.106
O (0.642, -0.382, 0.394)  0.015
C (3.890, 1.312, 0.003)  -0.012
C (5.241, 1.023, 0.015)  -0.013
H (9.013, 1.117, -1.678)  0.077
H (7.270, 0.918, -1.910)  0.067
H (8.335, -0.484, -2.007)  0.080
H (8.912, -0.269, 0.391)  0.124
H (7.876, 1.164, 0.541)  0.116
H (5.076, -2.285, 0.645)  0.121
H (2.654, -1.770, 0.616)  0.120
H (1.205, 2.767, -0.168)  0.110
H (-1.442, 3.295, -0.164)  0.125
H (-2.308, 1.937, -0.887)  0.119
H (-2.675, 1.083, 1.519)  0.097
H (-2.192, 2.692, 2.059)  0.118
H (-4.005, 3.703, 0.639)  0.121
H (-4.654, 2.594, 1.863)  0.117
H (-4.728, 0.269, 1.121)  0.127
H (-5.589, 0.079, -1.682)  0.119
H (-6.213, -0.992, -0.408)  0.114
H (-3.266, -0.773, -1.176)  0.110
H (-4.344, -1.975, -1.888)  0.120
H (-3.940, -1.773, 1.121)  0.123
H (-4.676, -4.125, 1.076)  0.075
H (-4.796, -4.080, -0.682)  0.081
H (-5.892, -3.112, 0.304)  0.066
H (-1.724, -2.061, 0.119)  0.041
H (-2.313, -3.404, -0.870)  0.082
H (-2.236, -3.567, 0.885)  0.076
H (3.571, 2.326, -0.177)  0.113
H (5.942, 1.826, -0.153)  0.106

Look up the total charge of the second one. -1